<w>
ORCA calculation (ωB97M-V/def2-TZVPD) on C5H9NO2 in the gas phase.

SMILES string	N/C(O)=C\CCC=O

CARTESIAN COORDINATES (ANGSTROEM)
N 1.649 -0.107 -1.260
C 0.943 -1.065 -0.601
O 0.829 -2.228 -1.302
C 0.313 -0.925 0.569
C 0.130 0.382 1.289
C -1.259 0.940 0.988
C -1.420 1.213 -0.490
O -2.251 0.643 -1.189
H 2.109 -0.536 -2.062
H 2.348 0.313 -0.653
H -0.113 -2.271 -1.554
H -0.218 -1.778 0.985
H 0.899 1.111 1.004
H 0.239 0.218 2.367
H -2.039 0.237 1.301
H -1.420 1.881 1.522
H -0.740 1.972 -0.916


<x>
ORCA calculation (ωB97M-V/def2-TZVPD) on 2 unconnected molecules or ions with the total composition C5H9NO2.

SMILES string	CNC=C(O)O.C#C

CARTESIAN COORDINATES (ANGSTROEM)
C -1.931 0.540 0.901
N -0.451 0.463 0.491
C 0.576 0.213 1.453
C 1.248 -0.924 1.381
O 0.806 -1.912 0.318
O 2.264 -1.308 2.069
H -1.925 1.374 1.617
H -2.564 0.842 0.063
H -2.295 -0.443 1.367
H -0.479 -0.210 -0.370
H 0.706 1.024 2.126
H 1.530 -2.515 0.225
H 2.580 -0.716 2.758
C 0.819 -0.735 -2.941
C 0.698 0.351 -2.375
H 1.173 -1.670 -3.368
H 0.307 1.202 -2.051


Decreasing stability: <w>, <x>


<w>
ORCA calculation (ωB97M-V/def2-TZVPD) on C5H9NO2 in the gas phase.

SMILES string	O[C@@H]1[C@@H]2N[C@H]2C[C@@H]1O

CARTESIAN COORDINATES (ANGSTROEM)
O -0.489 1.782 -0.656
C -0.143 0.951 0.552
C 1.176 0.304 0.636
N 2.479 -0.077 -0.190
C 1.038 -0.485 -0.566
C -0.149 -1.407 -0.437
C -1.078 -0.399 0.469
O -2.137 -0.123 -0.324
H -0.210 2.667 -0.588
H -0.396 1.465 1.525
H 1.207 -0.180 1.679
H 2.775 0.707 -0.860
H 0.723 0.075 -1.510
H -0.539 -1.594 -1.387
H 0.058 -2.265 0.264
H -1.271 -0.897 1.519
H -3.044 -0.524 -0.127


<x>
ORCA calculation (ωB97M-V/def2-TZVPD) on C5H9NO2 in the gas phase.

SMILES string	C/C(CCC=O)=N\O

CARTESIAN COORDINATES (ANGSTROEM)
C 1.892 0.265 -0.511
C 0.617 0.327 0.270
C 0.223 -0.834 1.131
C -0.824 -1.401 0.185
C -1.895 0.033 -0.079
O -2.886 0.098 0.627
N -0.314 1.257 0.072
O 0.028 2.122 -0.992
H 1.711 0.363 -1.582
H 2.539 1.088 -0.191
H 2.416 -0.674 -0.323
H -0.232 -0.474 2.055
H 1.066 -1.497 1.338
H -1.532 -2.065 0.675
H -0.420 -1.811 -0.740
H -1.918 0.276 -1.148
H -0.471 2.928 -0.786


<y>
ORCA calculation (ωB97M-V/def2-TZVPD) on C5H9NO2 in the gas phase.

SMILES string	O=C(O)[C@@H]1CCCN1

CARTESIAN COORDINATES (ANGSTROEM)
O -0.742 -2.310 -0.721
C -0.431 -1.391 -0.023
O 0.410 -1.536 0.965
C -0.790 0.136 -0.212
C 0.169 0.659 -1.254
C 1.310 1.223 -0.415
C 0.418 1.879 0.639
N -0.530 0.927 0.915
H 0.465 -0.732 1.466
H -1.777 0.075 -0.511
H 0.527 -0.143 -1.932
H -0.304 1.408 -1.918
H 1.884 2.032 -0.912
H 1.995 0.473 -0.065
H 0.882 2.192 1.515
H -0.016 2.815 0.065
H -1.350 1.128 1.519


Decreasing stability: <y>, <x>, <w>


<w>
ORCA calculation (ωB97M-V/def2-TZVPD) on a molecular structure, C5H9NO2.

CARTESIAN COORDINATES (ANGSTROEM)
C -1.427 0.415 -1.760
C -0.615 -0.474 1.884
N 0.653 1.370 -0.399
C -0.078 -0.718 0.491
C 1.124 0.216 0.076
C 2.330 -0.347 -0.126
O -1.099 0.782 -0.436
O -0.117 -1.819 -0.055
H 0.439 2.070 0.308
H -2.280 1.015 -2.084
H -1.713 -0.642 -1.807
H -0.604 0.559 -2.471
H -0.857 0.573 2.063
H -1.531 -1.054 2.005
H 0.123 -0.805 2.618
H 2.466 -1.398 0.098
H 3.185 0.257 -0.405


<x>
ORCA calculation (ωB97M-V/def2-TZVPD) on 2 unconnected molecules or ions with the total composition C5H9NO2.

SMILES string	[H]/N=C/C=C.C=C(O)O

CARTESIAN COORDINATES (ANGSTROEM)
H 1.959 1.671 1.649
N 1.142 1.325 1.159
C 0.127 0.986 1.872
C -1.027 0.338 1.275
C -1.596 0.998 0.238
H 0.135 1.054 2.963
H -1.664 -0.177 1.982
H -0.984 1.546 -0.461
H -2.623 0.822 -0.038
C 0.419 -1.559 -2.374
C 0.771 -0.858 -1.301
O 1.339 0.292 -1.212
O 0.297 -1.344 0.073
H -0.072 -2.510 -2.300
H 0.626 -1.162 -3.349
H 1.300 0.771 -0.146
H -0.148 -2.195 -0.029


<y>
ORCA calculation (ωB97M-V/def2-TZVPD) on C5H9NO2 in the gas phase.

SMILES string	C=C(C)CNC(=O)O

CARTESIAN COORDINATES (ANGSTROEM)
C -1.974 -1.546 -0.071
C -1.226 -0.436 0.016
C -1.869 0.917 -0.044
C 0.374 -0.652 0.059
N 0.949 0.594 0.338
C 2.419 0.762 0.012
O 2.921 1.840 -0.252
O 3.184 -0.338 0.126
H -3.053 -1.509 -0.205
H -1.533 -2.530 -0.202
H -1.459 1.509 -0.867
H -1.727 1.451 0.901
H -2.952 0.859 -0.199
H 0.618 -1.324 0.888
H 0.734 -1.090 -0.878
H 0.496 1.495 0.346
H 4.099 -0.002 0.033


Decreasing stability: <y>, <x>, <w>


<w>
ORCA calculation (ωB97M-V/def2-TZVPD) on C3H7NO in the gas phase.

SMILES string	C=C(N)CO

CARTESIAN COORDINATES (ANGSTROEM)
C 0.213 1.457 -0.477
C 0.399 0.219 -0.038
N 1.651 -0.318 0.262
C -0.721 -0.784 0.092
O -1.956 -0.205 -0.247
H -0.763 1.788 -0.771
H 1.029 2.152 -0.565
H 2.371 0.380 0.382
H 1.656 -1.009 0.998
H -0.495 -1.640 -0.564
H -0.745 -1.157 1.132
H -2.639 -0.882 -0.203


<x>
ORCA calculation (ωB97M-V/def2-TZVPD) on C3H7NO in the gas phase.

CARTESIAN COORDINATES (ANGSTROEM)
C -1.361 -0.356 -0.018
C 0.026 0.230 -0.208
N 0.299 1.041 -1.309
O -0.047 1.645 0.207
C 1.135 -0.605 0.411
H -1.431 -1.310 -0.550
H -2.098 0.336 -0.430
H -1.569 -0.533 1.043
H 0.832 1.962 0.472
H 1.362 -1.390 -0.317
H 0.841 -1.089 1.349
H 2.054 -0.026 0.555


<y>
ORCA calculation (ωB97M-V/def2-TZVPD) on a molecular structure, C3H7NO.

CARTESIAN COORDINATES (ANGSTROEM)
O 2.117 0.724 -0.272
C 1.247 -0.260 -0.207
C -0.196 -0.004 -0.577
C -1.354 -0.243 0.315
N -0.834 1.104 0.094
H 1.649 0.177 0.933
H 1.055 -0.551 1.194
H 1.579 -1.283 -0.475
H -0.354 -0.141 -1.649
H -1.195 -0.624 1.323
H -2.297 -0.540 -0.139
H -1.416 1.642 -0.541


Decreasing stability: <w>, <x>, <y>


<w>
ORCA calculation (ωB97M-V/def2-TZVPD) on C3H7NO in the gas phase.

SMILES string	CCNC=O

CARTESIAN COORDINATES (ANGSTROEM)
C -1.187 0.706 0.386
C -0.561 -0.675 -0.182
N 0.781 -0.556 -0.752
C 1.683 -0.008 0.098
O 1.460 0.122 1.290
H -2.115 0.470 0.930
H -1.407 1.368 -0.452
H -0.653 1.383 1.128
H -1.082 -1.291 -0.972
H -0.480 -1.336 0.682
H 0.957 -0.506 -1.747
H 2.605 0.322 -0.410


<x>
ORCA calculation (ωB97M-V/def2-TZVPD) on 2 unconnected molecules or ions with the total composition C3H7NO.

SMILES string	C=CN.C=O

CARTESIAN COORDINATES (ANGSTROEM)
C -1.722 -0.837 -1.436
C -1.774 -0.346 -0.186
N -2.139 1.001 0.013
H -1.645 -0.216 -2.309
H -1.645 -1.914 -1.464
H -1.726 -0.849 0.775
H -1.978 1.555 -0.827
H -1.770 1.395 0.863
C 3.595 0.084 1.088
O 3.690 -0.281 2.242
H 4.304 -0.373 0.433
H 2.811 0.781 0.810


<y>
ORCA calculation (ωB97M-V/def2-TZVPD) on a molecular structure, C3H7NO.

CARTESIAN COORDINATES (ANGSTROEM)
C -0.128 -0.341 0.300
C -0.816 -1.555 0.873
N 0.619 -0.556 -0.896
C -0.229 0.810 0.898
O -0.272 1.816 1.505
H 1.363 3.128 -1.802
H 1.006 0.305 -1.260
H 0.047 -0.999 -1.609
H 1.356 2.970 -1.040
H -0.085 -2.350 1.004
H -1.594 -1.907 0.194
H -1.267 -1.321 1.833


<z>
ORCA calculation (ωB97M-V/def2-TZVPD) on C3H7NO in the gas phase.

SMILES string	CNCC=O

CARTESIAN COORDINATES (ANGSTROEM)
C 0.670 -1.674 0.503
N 0.128 -0.201 0.615
C -0.562 0.344 -0.553
C -0.468 1.910 -0.337
O 0.473 2.325 0.351
H -0.177 -2.308 0.371
H 1.415 -1.850 -0.438
H 1.334 -1.805 1.394
H -0.342 0.320 1.349
H -1.605 0.184 -0.707
H -0.040 0.151 -1.404
H -0.825 2.602 -1.144


Decreasing stability: <w>, <x>, <y>, <z>


<w>
ORCA calculation (ωB97M-V/def2-TZVPD) on 2 unconnected molecules or ions with the total composition C3H7NO.

CARTESIAN COORDINATES (ANGSTROEM)
C 1.160 -0.897 1.025
C -0.741 0.033 -0.383
N -1.742 0.946 -0.511
C 0.621 0.413 -0.624
O -0.979 -1.013 0.280
H -2.666 0.681 -0.211
H -1.644 1.733 -1.128
H 2.051 -0.293 1.099
H 0.620 -0.918 1.960
H 1.325 -1.858 0.559
H 1.157 -0.288 -1.252
H 0.838 1.460 -0.813


<x>
ORCA calculation (ωB97M-V/def2-TZVPD) on C3H7NO in the gas phase.

SMILES string	OC[C@H]1CN1

CARTESIAN COORDINATES (ANGSTROEM)
O 1.841 0.435 0.668
C 1.216 -0.577 -0.079
C -0.205 -0.233 -0.519
C -1.280 -0.030 0.474
N -0.664 1.114 -0.195
H 1.208 1.162 0.743
H 1.173 -1.484 0.539
H 1.819 -0.804 -0.969
H -0.505 -0.647 -1.481
H -1.042 -0.115 1.532
H -2.296 -0.314 0.207
H -1.266 1.494 -0.919


Decreasing stability: <x>, <w>